Entry 1:
{"formula": "C11H8F2O2", "method": "ωB97M-V/def2-TZVPD", "elements": ["C", "C", "C", "C", "C", "C", "C", "C", "C", "C", "C", "O", "O", "F", "F", "H", "H", "H", "H", "H", "H", "H", "H"], "xyz": [[2.929, -1.748, 0.197], [2.261, -2.086, -0.947], [0.997, -0.525, 1.089], [0.359, -0.753, -0.179], [2.271, -1.000, 1.180], [0.986, -1.531, -1.165], [-2.381, 1.456, 0.987], [-2.001, 2.601, 0.183], [-1.741, 0.273, 0.913], [-1.100, 2.409, -0.805], [-1.005, -0.156, -0.305], [-0.486, 1.354, -1.196], [-1.984, -0.587, -1.181], [3.133, -0.728, 2.216], [0.267, -1.931, -2.207], [3.850, -2.099, 0.388], [2.710, -2.677, -1.653], [0.565, -0.016, 1.830], [-2.956, 1.663, 1.856], [-2.386, 3.550, 0.491], [-2.034, -0.363, 1.750], [-0.647, 3.376, -1.367], [-1.607, -0.483, -2.073]], "e_homo_ev": -7.98}

=====

Entry 2:
{"formula": "C3H22N6O8", "method": "ωB97M-V/def2-TZVPD", "elements": ["N", "C", "N", "O", "H", "H", "H", "H", "N", "C", "N", "O", "H", "H", "H", "H", "N", "C", "N", "O", "H", "H", "H", "H", "O", "H", "H", "O", "H", "H", "O", "H", "H", "O", "H", "H", "O", "H", "H"], "xyz": [[0.021, -0.984, -1.904], [0.456, -2.313, -1.801], [1.579, -2.575, -1.059], [-0.187, -3.185, -2.324], [0.548, -0.180, -1.509], [-0.691, -0.770, -2.570], [2.046, -3.459, -0.949], [1.764, -1.917, -0.294], [-1.897, -0.680, 1.387], [-1.348, -1.973, 1.353], [-1.756, -2.691, 0.280], [-0.515, -2.393, 2.188], [-1.871, -0.328, 2.331], [-2.423, -0.337, 0.728], [-0.983, -3.329, 0.009], [-2.342, -2.131, -0.320], [3.717, -0.427, 2.562], [2.553, -0.900, 2.072], [2.103, -2.034, 2.705], [1.960, -0.392, 1.108], [4.229, -0.926, 3.266], [4.186, 0.232, 1.987], [2.640, -2.548, 3.337], [1.161, -2.359, 2.491], [0.205, 1.854, 0.583], [-0.070, 0.937, 0.872], [1.115, 1.710, 0.569], [-1.176, 4.398, 1.560], [-0.792, 3.511, 1.233], [-1.996, 3.981, 1.666], [-2.840, 0.140, -1.149], [-3.605, 0.363, -1.663], [-2.151, 0.815, -1.296], [-1.051, 2.114, -1.785], [-0.482, 2.333, -0.988], [-0.896, 2.679, -2.544], [-0.355, 4.454, -3.668], [-1.184, 4.533, -4.157], [0.329, 4.782, -4.307]], "e_homo_ev": -9.48, "smiles": "NC(N)=O.NC(N)=O.NC(N)=O.O.O.O.O.O"}

=====

Entry 3:
{"formula": "C7H21N7O14", "method": "ωB97M-V/def2-TZVPD", "elements": ["C", "N", "O", "O", "H", "H", "H", "C", "N", "O", "O", "H", "H", "H", "C", "N", "O", "O", "H", "H", "H", "C", "N", "O", "O", "H", "H", "H", "C", "N", "O", "O", "H", "H", "H", "C", "N", "O", "O", "H", "H", "H", "C", "N", "O", "O", "H", "H", "H"], "xyz": [[-2.763, -1.036, 3.026], [-1.382, -1.466, 3.016], [-0.994, -1.861, 1.914], [-0.824, -1.516, 4.124], [-3.510, -1.683, 2.565], [-2.805, -0.033, 2.602], [-3.038, -0.851, 4.064], [4.345, 1.712, -2.543], [3.319, 0.817, -1.929], [2.134, 1.019, -2.253], [3.761, -0.056, -1.165], [5.266, 1.147, -2.688], [4.469, 2.587, -1.905], [3.976, 1.978, -3.533], [-0.592, -3.980, -3.244], [-0.639, -3.296, -4.517], [0.276, -2.515, -4.750], [-1.559, -3.459, -5.252], [-1.555, -4.490, -3.232], [-0.502, -3.195, -2.493], [0.199, -4.723, -3.344], [3.217, 3.014, 2.242], [4.332, 2.676, 1.345], [5.340, 2.190, 1.880], [4.350, 3.238, 0.251], [2.358, 2.511, 1.799], [3.063, 4.089, 2.339], [3.524, 2.720, 3.246], [-4.111, -1.485, 0.045], [-3.815, -1.616, -1.442], [-2.682, -1.942, -1.753], [-4.772, -1.437, -2.221], [-3.556, -0.626, 0.420], [-3.793, -2.403, 0.539], [-5.185, -1.312, 0.120], [-0.766, 3.224, 2.140], [-0.720, 2.065, 3.085], [0.346, 1.562, 3.397], [-1.803, 1.750, 3.564], [0.239, 3.300, 1.725], [-1.098, 4.106, 2.687], [-1.528, 2.879, 1.441], [0.152, -1.061, -1.030], [-0.347, 0.212, -0.411], [0.295, 0.814, 0.456], [-1.498, 0.460, -0.663], [-0.077, -1.977, -0.485], [1.234, -1.025, -1.151], [-0.282, -1.025, -2.029]], "e_homo_ev": -10.83, "smiles": "C[N+](=O)[O-].C[N+](=O)[O-].C[N+](=O)[O-].C[N+](=O)[O-].C[N+](=O)[O-].C[N+](=O)[O-].C[N+](=O)[O-]"}

=====

Entry 4:
{"formula": "C4H4N2O2", "method": "ωB97M-V/def2-TZVPD", "elements": ["O", "C", "N", "C", "C", "N", "C", "O", "H", "H", "H", "H"], "xyz": [[3.247, 0.506, -0.172], [2.221, -0.074, 0.042], [1.336, -0.822, 0.318], [0.102, -1.421, 0.187], [-1.032, -0.884, -0.242], [-1.235, 0.307, -0.857], [-0.895, 1.491, -0.486], [-0.313, 1.623, 0.705], [0.153, -2.430, 0.524], [-1.967, -1.397, -0.010], [-1.097, 2.290, -1.217], [-0.519, 0.812, 1.208]], "e_homo_ev": -8.76, "smiles": "O=C=N/C=C\\N=C/O"}

=====

Entry 5:
{"formula": "C5H9F2NOS", "method": "ωB97M-V/def2-TZVPD", "elements": ["F", "C", "C", "C", "N", "H", "H", "H", "H", "H", "H", "O", "C", "S", "C", "F", "H", "H", "H"], "xyz": [[-2.285, -1.929, 1.643], [-1.361, -2.360, 0.635], [-1.397, -1.520, -0.706], [-0.135, -1.707, -1.537], [-0.624, -0.465, -0.934], [-0.368, -2.330, 1.162], [-1.692, -3.431, 0.300], [-2.317, -1.748, -1.261], [-0.206, -1.671, -2.657], [0.842, -2.167, -1.280], [-0.122, -0.011, -0.101], [1.696, 1.219, 2.176], [1.730, 2.074, 1.266], [3.098, 3.034, 0.670], [0.413, 2.355, 0.427], [0.617, 3.048, -0.795], [2.440, 3.264, -0.465], [-0.190, 3.032, 1.056], [-0.137, 1.313, 0.402]], "e_homo_ev": -9.55, "smiles": "FC[C@@H]1CN1.O=C(S)CF"}

=====

Entry 6:
{"formula": "C33H76F5N4O12", "method": "ωB97M-V/def2-TZVPD", "elements": ["C", "C", "O", "C", "C", "O", "C", "C", "O", "C", "N", "C", "C", "O", "C", "O", "C", "C", "C", "N", "C", "F", "F", "C", "F", "F", "F", "N", "C", "C", "O", "C", "C", "C", "C", "N", "H", "H", "H", "H", "H", "H", "H", "H", "H", "H", "H", "H", "H", "H", "H", "H", "H", "H", "H", "H", "H", "H", "H", "H", "H", "H", "H", "H", "H", "H", "H", "H", "H", "H", "H", "H", "H", "H", "H", "H", "C", "C", "O", "H", "H", "H", "H", "H", "H", "C", "C", "O", "H", "H", "H", "H", "H", "H", "C", "C", "O", "H", "H", "H", "H", "H", "H", "C", "C", "O", "H", "H", "H", "H", "H", "H", "C", "C", "O", "H", "H", "H", "H", "H", "H", "C", "C", "O", "H", "H", "H", "H", "H", "H"], "xyz": [[1.529, 0.417, 7.450], [1.179, 1.415, 6.370], [0.310, 2.389, 6.919], [-0.214, 3.319, 5.997], [-1.662, 3.021, 5.674], [-1.822, 1.856, 4.872], [-1.725, 2.051, 3.487], [-0.779, 1.048, 2.868], [-1.301, -0.255, 3.081], [-0.591, -1.302, 2.514], [-0.559, -1.296, 1.018], [0.793, -1.304, 0.410], [1.470, 0.052, 0.576], [2.773, -0.024, 0.011], [2.835, 0.037, -1.369], [2.855, -0.968, -2.000], [2.895, 1.420, -1.949], [1.486, 1.974, -2.276], [-1.439, -2.177, 0.433], [-0.952, -3.357, -0.123], [-0.559, -4.398, 0.765], [0.556, -4.056, 1.419], [-1.496, -4.619, 1.716], [-0.333, -5.726, -0.009], [0.278, -5.484, -1.170], [-1.528, -6.275, -0.269], [0.393, -6.556, 0.717], [-2.698, -1.881, 0.331], [-3.183, -0.527, 0.676], [-2.895, 0.481, -0.434], [-3.227, 1.790, -0.011], [-3.720, -2.822, -0.186], [-4.080, -2.603, -1.655], [-2.932, -2.639, -2.669], [-3.308, -1.884, -3.943], [-3.136, -0.444, -3.751], [2.096, 0.885, 8.255], [2.121, -0.399, 7.029], [0.613, -0.012, 7.862], [2.087, 1.904, 5.987], [0.683, 0.908, 5.530], [-0.139, 4.315, 6.445], [0.385, 3.322, 5.073], [-2.197, 2.818, 6.604], [-2.133, 3.886, 5.189], [-2.725, 1.942, 3.038], [-1.362, 3.056, 3.235], [-0.679, 1.257, 1.793], [0.210, 1.137, 3.338], [-1.089, -2.204, 2.874], [0.454, -1.319, 2.847], [0.681, -1.498, -0.657], [1.431, -2.089, 0.821], [0.873, 0.842, 0.107], [1.609, 0.319, 1.624], [3.480, 1.336, -2.865], [3.432, 2.072, -1.263], [0.717, 1.197, -2.239], [1.469, 2.376, -3.288], [1.195, 2.771, -1.591], [-1.504, -3.684, -0.910], [-2.713, -0.211, 1.605], [-4.255, -0.616, 0.850], [-3.478, 0.267, -1.332], [-1.829, 0.430, -0.698], [-3.291, 1.834, 0.950], [-4.601, -2.670, 0.437], [-3.370, -3.842, -0.020], [-4.695, -1.710, -1.776], [-4.747, -3.441, -1.884], [-2.714, -3.680, -2.940], [-2.001, -2.208, -2.269], [-2.724, -2.277, -4.785], [-4.361, -2.095, -4.139], [-2.235, -0.262, -3.322], [-3.168, 0.053, -4.637], [-7.194, 0.355, 1.024], [-6.791, -0.087, -0.369], [-6.942, -1.494, -0.568], [-6.613, -0.174, 1.783], [-7.038, 1.427, 1.148], [-8.250, 0.147, 1.207], [-5.736, 0.123, -0.549], [-7.356, 0.463, -1.126], [-7.878, -1.706, -0.479], [7.012, -1.910, -0.075], [6.213, -0.641, 0.145], [5.696, -0.108, -1.072], [7.836, -1.726, -0.764], [7.421, -2.279, 0.867], [6.382, -2.694, -0.501], [6.849, 0.142, 0.559], [5.395, -0.819, 0.852], [5.151, -0.792, -1.477], [8.965, 0.609, 3.009], [7.827, 1.361, 3.671], [7.946, 2.770, 3.527], [9.924, 0.928, 3.416], [8.862, -0.467, 3.163], [8.977, 0.798, 1.932], [7.821, 1.180, 4.745], [6.864, 1.019, 3.272], [7.949, 2.979, 2.585], [-5.133, -4.331, -7.744], [-4.737, -4.630, -6.312], [-5.500, -3.883, -5.366], [-5.025, -3.267, -7.955], [-4.512, -4.891, -8.443], [-6.174, -4.610, -7.924], [-3.700, -4.342, -6.135], [-4.824, -5.702, -6.106], [-6.428, -4.115, -5.481], [-4.730, 2.818, -7.829], [-4.934, 2.116, -6.502], [-3.701, 1.692, -5.917], [-4.207, 2.167, -8.530], [-5.688, 3.101, -8.266], [-4.138, 3.727, -7.701], [-5.516, 1.204, -6.633], [-5.476, 2.761, -5.804], [-3.156, 2.473, -5.772], [8.508, 6.171, 2.687], [9.680, 5.646, 1.883], [9.277, 5.134, 0.614], [7.766, 5.383, 2.816], [8.828, 6.502, 3.675], [8.028, 7.013, 2.183], [10.141, 4.802, 2.396], [10.445, 6.418, 1.759], [8.881, 5.854, 0.112]], "e_homo_ev": -11.36, "charge": 1}